ORCA calculation (wB97M-V/def2-TZVPD) on one molecule with the formula C5H10O2.

HOMO level = -9.9 eV
SMILES string = CCO[C@@H](C)C=O
multiplicity = 1
E_tot = -9441.401 eV
frontier orbital gap = 10.80 eV
energy relative to the best compared isomer or geometry (same formula, charge and spin) = 158.4 kJ/mol

Structure (XYZ):
```
17
Properties=species:S:1:pos:R:3:forces:R:3
C -1.171560 -1.145766 2.036742 -0.069 -0.020 0.035
C 0.004716 -0.640554 1.228433 0.120 -0.194 0.209
O -0.491682 0.210637 0.213228 -0.021 0.007 0.005
C 0.497063 0.698001 -0.664625 0.136 0.046 -0.143
C 0.810386 -0.252236 -1.812531 0.000 -0.060 -0.034
C -0.001564 2.043807 -1.169875 0.180 0.165 -0.359
O 0.387560 2.564760 -2.186653 -0.213 -0.228 0.509
H -1.816851 -1.779753 1.422325 0.068 0.090 0.068
H -0.827664 -1.730654 2.895825 -0.023 0.080 -0.132
H -1.765637 -0.303172 2.404108 0.094 -0.119 -0.036
H 0.705463 -0.083145 1.873114 -0.108 -0.038 -0.132
H 0.563421 -1.485459 0.793933 -0.116 0.155 0.033
H 1.420399 0.916019 -0.096866 -0.086 0.009 -0.065
H 1.489819 0.234977 -2.517227 -0.085 -0.080 0.108
H 1.274286 -1.175943 -1.452000 -0.068 0.166 -0.038
H -0.113262 -0.507576 -2.341691 0.128 0.044 0.076
H -0.750751 2.524067 -0.506091 0.063 -0.022 -0.101
```
Positions in Å, forces in eV/Å.


ORCA calculation (wB97M-V/def2-TZVPD) on one molecule with the formula C5H10O2.

HOMO level = -9.2 eV
SMILES string = COC[C@H]1C[C@H]1O
multiplicity = 1
E_tot = -9440.341 eV
frontier orbital gap = 10.24 eV
energy relative to the best compared isomer or geometry (same formula, charge and spin) = 260.7 kJ/mol

Structure (XYZ):
```
17
Properties=species:S:1:pos:R:3:forces:R:3
C -0.938502 -0.834534 -1.924377 -0.042 -0.119 -0.228
O -1.234885 -0.227523 -0.683430 -0.056 -0.063 0.076
C -0.494407 0.964969 -0.453164 0.063 0.180 0.051
C 0.726159 0.784198 0.440301 -0.010 0.075 -0.147
C 0.544003 0.611063 1.933554 -0.049 0.033 0.159
C 1.088674 -0.517140 1.119010 0.287 0.082 0.097
O 0.369606 -1.694492 0.946394 -0.192 0.042 -0.086
H -1.342146 -0.223127 -2.742710 0.121 -0.096 0.042
H -1.431012 -1.809971 -1.937852 0.093 0.130 -0.002
H 0.141719 -0.974591 -2.067500 -0.150 0.006 0.071
H -0.179516 1.389146 -1.415714 -0.075 -0.050 0.107
H -1.199471 1.663978 0.006813 0.116 0.012 -0.032
H 1.572499 1.396105 0.135170 -0.115 -0.104 0.045
H 1.185858 1.159673 2.615159 -0.056 -0.093 -0.077
H -0.482618 0.483983 2.270296 0.113 0.024 -0.043
H 2.148119 -0.734239 1.217690 -0.114 0.056 -0.045
H -0.474081 -1.437498 0.540361 0.066 -0.115 0.011
```
Positions in Å, forces in eV/Å.


ORCA calculation (wB97M-V/def2-TZVPD) on a 2-piece molecular cluster, C5H10O2 overall at a distorted geometry.

HOMO level = -10.3 eV
SMILES string = C1CC2(C1)CO2.O
multiplicity = 1
E_tot = -9439.612 eV
frontier orbital gap = 11.18 eV
energy relative to the best compared isomer or geometry (same formula, charge and spin) = 331.0 kJ/mol

Structure (XYZ):
```
17
Properties=species:S:1:pos:R:3:forces:R:3
C -1.644782 -0.534656 -0.769375 0.414 -0.114 -0.438
C -0.695497 0.667447 -1.361942 -0.515 -0.473 -0.137
C 0.389396 0.179414 -0.402084 -0.190 -0.400 0.005
C -0.547452 -0.821638 0.254349 -0.467 -0.256 0.503
C 1.842212 0.037185 -0.496585 0.170 0.030 -0.289
O 1.254208 1.081751 0.277733 -0.219 0.118 0.236
H -2.642533 -0.540434 -0.271930 0.587 1.068 -0.748
H -1.687750 -1.371299 -1.465048 -0.055 0.330 -0.502
H -0.484838 0.498331 -2.422616 0.037 -0.036 0.156
H -0.859528 1.758412 -1.263589 -0.551 -0.706 0.325
H -0.993964 -0.538040 1.190544 0.606 0.299 0.655
H -0.239885 -1.864431 0.352248 0.283 0.168 -0.073
H 2.404454 0.427145 -1.338864 -0.073 -0.236 -0.116
H 2.308267 -0.772600 0.074362 -0.085 0.288 -0.128
O 0.690597 0.324916 2.779297 -0.160 0.395 0.276
H -0.223725 0.630358 2.788763 0.050 -0.150 0.290
H 1.061463 0.882940 2.074741 0.169 -0.324 -0.013
```
Positions in Å, forces in eV/Å.


ORCA calculation (wB97M-V/def2-TZVPD) on one molecule with the formula C5H10O2.

HOMO level = -9.8 eV
SMILES string = OC[C@H]1CCOC1
multiplicity = 1
E_tot = -9441.528 eV
frontier orbital gap = 10.70 eV
energy relative to the best compared isomer or geometry (same formula, charge and spin) = 146.2 kJ/mol

Structure (XYZ):
```
17
Properties=species:S:1:pos:R:3:forces:R:3
O -2.403962 0.329689 -0.860288 -0.218 0.050 -0.230
C -1.117846 0.908187 -0.768583 0.431 0.142 0.046
C -0.392027 0.293401 0.412755 0.004 0.059 0.014
C -0.068409 -1.209791 0.245498 -0.006 -0.082 0.017
C 1.464219 -1.256636 0.376069 -0.023 -0.258 -0.115
O 1.815431 -0.110597 1.128534 0.087 0.014 0.052
C 1.002253 0.916259 0.608210 -0.120 0.254 -0.050
H -2.833609 0.681311 -1.648913 -0.010 -0.103 0.159
H -0.530553 0.723555 -1.684712 -0.116 -0.005 0.122
H -1.181807 2.001310 -0.634560 -0.029 -0.172 -0.017
H -1.003161 0.447185 1.308825 0.097 -0.003 -0.122
H -0.553913 -1.800988 1.026736 0.108 0.084 -0.107
H -0.411238 -1.596986 -0.719179 0.037 0.071 0.122
H 1.935782 -1.199854 -0.620646 -0.059 -0.044 0.165
H 1.851430 -2.134474 0.900455 -0.098 0.116 -0.113
H 1.399596 1.246551 -0.370223 -0.048 -0.002 0.150
H 1.027817 1.761878 1.300023 -0.036 -0.120 -0.091
```
Positions in Å, forces in eV/Å.


ORCA calculation (wB97M-V/def2-TZVPD) on a 2-piece molecular cluster, C5H10O2 overall at a distorted geometry.

HOMO level = -7.9 eV
SMILES string = C=C(O)/C=C/C.O
multiplicity = 1
E_tot = -9439.266 eV
frontier orbital gap = 8.38 eV
energy relative to the best compared isomer or geometry (same formula, charge and spin) = 364.5 kJ/mol

Structure (XYZ):
```
17
Properties=species:S:1:pos:R:3:forces:R:3
C -0.105184 -2.197292 -1.569493 -1.458 -1.608 1.337
C 0.124634 -0.953126 -1.113272 0.047 -0.022 -0.636
O 0.328115 0.129844 -1.984445 -0.778 -1.590 0.299
C 0.406600 -0.669794 0.272476 -0.692 1.072 0.622
C 0.609523 0.631907 0.607130 -0.026 0.649 0.242
C 1.477005 1.284861 1.649163 -0.934 -0.058 0.133
H -0.706170 -2.497699 -2.435487 0.971 0.617 -0.377
H -0.128784 -3.045797 -0.820497 0.119 1.316 -0.676
H 0.353100 -0.371837 -2.811334 0.031 0.787 -0.376
H 0.069829 -1.444743 0.989421 1.632 0.146 -0.236
H 0.030959 1.416016 0.085101 1.210 -0.484 -0.963
H 2.335630 1.780517 1.143058 -0.473 -0.518 0.130
H 0.905497 2.122572 2.107837 0.455 -0.646 0.187
H 1.847682 0.535639 2.347869 0.084 0.335 0.316
O -2.500721 0.780112 0.667973 -0.052 -0.772 0.484
H -3.040444 1.503399 0.990478 0.158 0.311 -0.490
H -2.007271 0.995421 -0.125977 -0.295 0.465 0.002
```
Positions in Å, forces in eV/Å.


ORCA calculation (wB97M-V/def2-TZVPD) on one molecule with the formula C5H10O2 at a distorted geometry.

HOMO level = -9.8 eV
SMILES string = CCC(=O)CCO
multiplicity = 1
E_tot = -9441.269 eV
frontier orbital gap = 10.60 eV
energy relative to the best compared isomer or geometry (same formula, charge and spin) = 171.2 kJ/mol

Structure (XYZ):
```
17
Properties=species:S:1:pos:R:3:forces:R:3
C -2.344906 -0.585224 -0.311315 -0.113 0.009 -0.016
C -1.249299 0.420132 -0.620585 -0.186 0.106 -0.278
C 0.130640 -0.136636 -0.552128 -0.410 -0.025 -0.632
O 0.282074 -1.347110 -0.482950 -0.616 0.020 -0.708
C 1.337004 0.783286 -0.535822 -0.309 -0.040 0.003
C 1.857783 0.250050 0.809583 0.097 0.101 -0.168
O 2.438468 -1.011786 0.602906 0.390 0.531 0.574
H -3.318261 -0.143307 -0.536074 0.045 -0.096 0.059
H -2.221990 -1.492147 -0.907670 -0.025 0.137 0.095
H -2.329215 -0.874327 0.743489 0.013 0.036 -0.135
H -1.267176 0.701068 -1.681436 -0.339 0.246 -0.077
H -1.365305 1.352892 -0.059896 0.202 -0.104 -0.021
H 1.086393 1.848400 -0.465460 -0.195 -0.273 -0.162
H 1.973369 0.598005 -1.411170 0.124 -0.001 0.457
H 0.897140 0.156152 1.334005 0.282 -0.064 1.028
H 2.458648 0.946980 1.399173 0.374 -0.293 -0.351
H 1.725745 -1.455529 0.077991 0.665 -0.291 0.331
```
Positions in Å, forces in eV/Å.